Arrangement one

This record from the Open Molecules 2025 dataset describes a cluster of 2 separate species, C4H9N2O in total. The level of theory is the ωB97M-V functional and the def2-TZVPD basis.

Calculated values
- LUMO (alpha / beta) (eV) = -5.60 / -3.81
- frontier orbital gap (alpha / beta) (eV) = 6.56 / 9.18
- charge = +1

Each line ends with the Löwdin charge.
CARTESIAN COORDINATES (ANGSTROEM)
C (-0.08, -0.20, -2.22)  -0.57
C (-0.46, 0.86, 0.88)  0.17
C (0.40, 1.23, -2.03)  0.16
C (0.05, 0.54, 1.98)  -0.14
N (0.75, -1.14, -2.69)  0.16
N (-0.54, -0.51, 3.02)  0.21
O (-1.14, -0.30, -1.58)  -0.05
H (-0.31, 1.91, -1.54)  0.05
H (-1.37, 0.57, 0.38)  0.07
H (1.44, 1.58, -2.12)  0.06
H (1.05, 0.85, 2.31)  0.12
H (1.60, -0.97, -3.26)  0.13
H (0.47, -2.13, -2.73)  0.13
H (-1.13, -1.08, 2.49)  0.12
H (-1.00, -0.05, 3.80)  0.16
H (0.28, -1.17, 3.32)  0.21

---

Arrangement two

This record from the Open Molecules 2025 dataset describes a cluster of 2 separate species, C4H9N2O in total. The level of theory is the ωB97M-V functional and the def2-TZVPD basis.

Calculated values
- LUMO (eV) = -3.64
- frontier orbital gap (eV) = 10.44
- charge = +1

Each line ends with the Löwdin charge.
CARTESIAN COORDINATES (ANGSTROEM)
C (0.73, 2.01, 1.55)  0.00
C (0.05, 0.73, 1.18)  -0.24
C (-1.25, 0.41, 1.53)  0.00
N (-1.77, -0.30, 0.47)  0.09
C (-0.82, -0.58, -0.45)  0.01
N (0.31, -0.08, 0.10)  0.15
H (0.67, 2.29, 2.61)  0.11
H (1.77, 2.00, 1.20)  0.09
H (0.29, 2.84, 1.00)  0.10
H (-1.91, 1.00, 2.17)  0.15
H (-2.54, -0.93, 0.68)  0.18
H (-0.80, -1.29, -1.28)  0.16
H (1.21, -0.04, -0.37)  0.19
H (1.94, -3.10, -3.10)  0.05
H (0.77, -2.60, -4.01)  0.03
O (1.34, -2.37, -3.28)  -0.07

---

Verdict on stability: arrangement two comes out on top.

---

Arrangement one

This record from the Open Molecules 2025 dataset describes a cluster of 2 separate species, C5H12NO in total. The level of theory is the ωB97M-V functional and the def2-TZVPD basis.

Calculated values
- LUMO (eV) = -5.10
- frontier orbital gap (eV) = 8.97
- charge = +1

Each line ends with the Löwdin charge.
CARTESIAN COORDINATES (ANGSTROEM)
C (1.28, 0.24, -1.92)  -0.06
C (1.21, 0.74, -0.36)  -0.16
C (1.02, -0.27, 0.77)  -0.25
C (1.94, -0.85, 1.56)  0.14
C (-1.42, -0.79, 0.06)  0.19
N (-0.33, -0.83, 0.82)  0.09
H (1.10, 1.18, -2.52)  0.10
H (0.69, -0.51, -2.35)  0.03
H (2.33, -0.13, -2.14)  0.09
H (0.53, 1.51, -0.31)  0.06
H (2.14, 1.36, -0.20)  0.14
H (2.92, -0.38, 1.68)  0.10
H (1.87, -1.85, 1.84)  0.07
H (-2.19, -1.51, 0.25)  0.11
H (-1.40, -0.26, -0.94)  0.12
H (-0.37, -1.62, 1.42)  0.15
H (-2.63, 2.19, -0.41)  0.07
H (-3.78, 1.25, -0.58)  0.05
O (-2.89, 1.28, -0.27)  -0.04

---

Arrangement two

This record from the Open Molecules 2025 dataset describes a cluster of 3 separate species, C5H12NO in total. The level of theory is the ωB97M-V functional and the def2-TZVPD basis.

Calculated values
- LUMO (alpha / beta) (eV) = -3.63 / -5.68
- frontier orbital gap (alpha / beta) (eV) = 10.05 / 5.85
- charge = +1

Each line ends with the Löwdin charge.
CARTESIAN COORDINATES (ANGSTROEM)
C (-3.16, 0.10, -0.06)  0.05
C (-0.07, 0.60, 0.42)  -0.03
C (-3.17, -1.29, -0.38)  -0.16
C (0.31, 2.06, 0.45)  -0.06
C (4.38, -0.78, -0.27)  -0.03
N (0.77, -0.39, 0.35)  0.16
O (3.41, -0.15, 0.09)  -0.03
H (-2.78, 0.95, -0.63)  0.06
H (-2.82, -1.94, 0.31)  0.05
H (-4.24, -1.51, -0.44)  0.12
H (-2.96, -1.47, -1.38)  0.07
H (-0.13, 2.50, -0.50)  0.10
H (1.43, 1.98, 0.15)  0.11
H (0.03, 2.84, 1.24)  0.12
H (5.44, -0.46, -0.15)  0.11
H (4.29, -1.68, -0.90)  0.10
H (0.46, -1.35, 0.36)  0.13
H (1.83, -0.26, 0.30)  0.07
H (-3.02, 0.24, 1.03)  0.07

---

Arrangement three

This record from the Open Molecules 2025 dataset describes the ion C5H12NO with charge +1. The level of theory is the ωB97M-V functional and the def2-TZVPD basis.

Calculated values
- LUMO (eV) = -3.20
- frontier orbital gap (eV) = 12.20
- charge = +1
- SMILES = C[NH2+][C@]1(C)O[C@@H]1C

Each line ends with the Löwdin charge.
CARTESIAN COORDINATES (ANGSTROEM)
C (-1.51, -0.09, 0.28)  -0.24
C (-0.42, -0.81, -0.20)  -0.47
C (-1.82, 1.37, -0.06)  0.05
C (0.30, -2.01, 0.39)  0.05
C (1.64, 0.55, -0.10)  0.03
N (0.57, 0.07, -0.94)  0.11
O (-1.59, -0.93, -0.82)  0.13
H (-2.02, -0.48, 1.18)  0.18
H (-1.77, 1.35, -1.09)  0.07
H (-1.08, 1.90, 0.44)  0.07
H (-2.80, 1.44, 0.26)  0.08
H (0.83, -2.48, -0.29)  0.04
H (-0.45, -2.75, 0.85)  0.16
H (1.06, -1.93, 1.12)  0.07
H (1.25, 1.19, 0.59)  0.08
H (2.25, -0.34, 0.39)  0.17
H (2.26, 1.10, -0.72)  0.10
H (0.99, -0.49, -1.65)  0.18
H (0.15, 0.79, -1.42)  0.14

---

Arrangement four

This record from the Open Molecules 2025 dataset describes the ion C5H12NO with charge +1. The level of theory is the ωB97M-V functional and the def2-TZVPD basis.

Calculated values
- LUMO (eV) = -4.23
- frontier orbital gap (eV) = 11.95
- charge = +1
- SMILES = CC[N+](C)(C)C=O

Each line ends with the Löwdin charge.
CARTESIAN COORDINATES (ANGSTROEM)
C (-1.27, 0.85, 0.72)  -0.12
C (1.46, 1.45, -0.26)  -0.02
C (-0.62, -1.62, 0.76)  0.02
C (-0.62, -0.42, -1.37)  0.00
C (1.08, 0.03, 0.25)  -0.19
N (-0.37, -0.33, 0.08)  -0.31
O (-1.96, 1.52, 0.03)  0.16
H (-1.14, 0.88, 1.89)  0.20
H (1.47, 1.50, -1.29)  0.06
H (0.79, 2.07, 0.33)  0.08
H (2.43, 1.60, 0.12)  0.09
H (-1.31, -1.56, 1.64)  0.12
H (-1.23, -2.14, -0.06)  0.13
H (0.35, -1.95, 1.09)  0.10
H (0.46, -0.33, -1.88)  0.16
H (-1.16, -1.37, -1.61)  0.10
H (-1.38, 0.39, -1.68)  0.13
H (1.24, 0.11, 1.35)  0.15
H (1.78, -0.68, -0.13)  0.13

---

Verdict on stability: arrangement four comes out on top.

---

Arrangement one

This record from the Open Molecules 2025 dataset describes a cluster of 2 separate species, C5H12NO in total. The level of theory is the ωB97M-V functional and the def2-TZVPD basis.

Calculated values
- LUMO (eV) = -3.89
- frontier orbital gap (eV) = 9.37
- charge = +1

Each line ends with the Löwdin charge.
CARTESIAN COORDINATES (ANGSTROEM)
C (1.65, 1.07, -0.15)  -0.03
C (1.70, -0.26, -0.36)  -0.26
C (-1.39, 0.78, 0.62)  -0.15
C (2.04, -1.25, 0.67)  -0.12
C (-2.02, -0.94, -1.07)  0.04
N (-1.90, 0.44, -0.51)  0.10
O (-1.41, 1.97, 1.17)  0.18
H (1.93, 1.68, 0.69)  0.07
H (1.51, 1.70, -0.99)  0.05
H (1.65, -0.60, -1.43)  0.12
H (-0.85, 0.00, 1.14)  0.15
H (1.40, -0.94, 1.54)  0.07
H (3.09, -1.06, 1.11)  0.13
H (1.66, -2.24, 0.52)  0.06
H (-3.03, -1.28, -1.20)  0.10
H (-1.65, -0.82, -2.08)  0.11
H (-1.31, -1.53, -0.61)  0.07
H (-2.16, 1.22, -1.05)  0.16
H (-0.90, 2.05, 1.98)  0.16

---

Arrangement two

This record from the Open Molecules 2025 dataset describes a cluster of 2 separate species, C5H12NO in total. The level of theory is the ωB97M-V functional and the def2-TZVPD basis.

Calculated values
- LUMO (eV) = -5.07
- frontier orbital gap (eV) = 9.37
- charge = +1

Each line ends with the Löwdin charge.
CARTESIAN COORDINATES (ANGSTROEM)
C (-0.07, 1.65, -0.35)  -0.06
C (-0.43, 0.70, 0.84)  -0.18
C (-1.29, -0.46, 0.42)  -0.29
C (-2.61, -0.52, 0.52)  0.14
C (0.54, -1.38, -0.86)  0.20
N (-0.70, -1.37, -0.53)  0.09
H (-0.71, 1.47, -1.21)  0.09
H (-0.29, 2.65, 0.00)  0.08
H (0.98, 1.54, -0.62)  0.06
H (0.46, 0.39, 1.38)  0.11
H (-1.07, 1.28, 1.50)  0.12
H (-3.15, 0.10, 1.22)  0.10
H (-3.19, -1.32, 0.08)  0.09
H (0.91, -2.21, -1.45)  0.13
H (1.23, -0.65, -0.46)  0.07
H (-1.39, -1.77, -1.16)  0.18
H (3.61, 0.64, 0.63)  0.06
H (3.94, -0.68, -0.04)  0.06
O (3.21, -0.06, 0.10)  -0.06

---

Arrangement three

This record from the Open Molecules 2025 dataset describes a structure of composition C5H12NO. The level of theory is the ωB97M-V functional and the def2-TZVPD basis.

Calculated values
- LUMO (eV) = -8.35
- frontier orbital gap (eV) = 7.35
- charge = +1

Each line ends with the Löwdin charge.
CARTESIAN COORDINATES (ANGSTROEM)
O (-0.65, 1.02, 1.48)  0.27
C (-0.95, -0.06, 1.13)  -0.13
C (-0.63, -0.68, -0.35)  -0.23
C (0.35, 0.20, -1.16)  -0.10
C (1.65, 0.41, -0.36)  -0.25
C (2.54, -0.78, 0.03)  -0.09
N (-1.91, -0.26, -0.44)  0.24
H (-1.40, -0.85, 1.75)  0.18
H (-0.30, -1.73, -0.30)  0.18
H (-0.18, 1.13, -1.36)  0.13
H (0.52, -0.38, -2.09)  0.16
H (2.36, 1.01, -0.97)  0.13
H (1.40, 1.05, 0.48)  0.10
H (2.08, -1.54, 0.70)  0.07
H (3.31, -0.33, 0.66)  0.09
H (2.94, -1.31, -0.82)  0.08
H (-2.61, -0.99, -0.24)  0.13
H (-3.70, 1.42, -0.73)  0.02
H (-4.30, 1.01, -0.84)  0.03

---

Arrangement four

This record from the Open Molecules 2025 dataset describes the ion C5H12NO with charge +1. The level of theory is the ωB97M-V functional and the def2-TZVPD basis.

Calculated values
- LUMO (eV) = -4.16
- frontier orbital gap (eV) = 10.52
- charge = +1
- SMILES = CC(C)[C@H]([NH3+])C=O

Each line ends with the Löwdin charge.
CARTESIAN COORDINATES (ANGSTROEM)
O (-0.38, -0.55, 2.02)  0.11
C (0.67, -0.34, 1.48)  -0.18
C (0.70, -0.42, -0.06)  -0.17
C (-0.26, 0.58, -0.87)  -0.37
C (-1.50, 1.01, -0.07)  -0.07
C (0.54, 1.65, -1.54)  -0.06
N (0.36, -1.89, -0.50)  0.23
H (1.56, 0.15, 1.88)  0.14
H (1.68, -0.15, -0.47)  0.14
H (-0.78, -0.14, -1.56)  0.13
H (-2.10, 1.46, -0.88)  0.10
H (-1.42, 1.72, 0.74)  0.10
H (-2.18, 0.21, 0.21)  0.09
H (0.96, 1.34, -2.50)  0.09
H (1.28, 2.14, -0.88)  0.10
H (-0.04, 2.57, -1.76)  0.10
H (0.14, -1.92, -1.49)  0.17
H (1.14, -2.44, -0.15)  0.17
H (-0.45, -2.32, -0.05)  0.18

---

Verdict on stability: arrangement two comes out on top.

---

Arrangement one

This record from the Open Molecules 2025 dataset describes an isolated molecule of C4H8N2O2S. The level of theory is the ωB97M-V functional and the def2-TZVPD basis.

Calculated values
- LUMO (alpha / beta) (eV) = -0.45 / -0.45
- frontier orbital gap (alpha / beta) (eV) = 8.03 / 8.02
- charge = 0

Each line ends with the Löwdin charge.
CARTESIAN COORDINATES (ANGSTROEM)
C (-1.18, 0.63, -1.64)  -0.03
C (0.24, 0.24, -1.16)  -0.25
C (-2.01, -0.45, 0.16)  -0.23
C (0.89, 0.02, 1.21)  -0.15
N (-2.10, 0.44, -0.79)  0.02
N (0.26, -0.48, 0.00)  -0.13
O (-1.70, -2.03, -1.77)  -0.46
O (-0.81, -2.83, 0.41)  -0.30
S (-2.13, -2.21, -0.42)  0.94
H (-1.23, 1.15, -2.56)  0.12
H (0.71, -0.34, -1.86)  0.10
H (0.84, 1.11, -1.14)  0.11
H (-2.51, -0.30, 1.07)  0.08
H (1.95, 0.16, 1.23)  0.06
H (0.62, 1.19, 1.53)  0.12
H (0.58, -0.46, 2.10)  0.04
H (-0.25, -2.08, 0.55)  -0.05

---

Arrangement two

This record from the Open Molecules 2025 dataset describes a structure of composition C4H8N2O2S. The level of theory is the ωB97M-V functional and the def2-TZVPD basis.

Calculated values
- LUMO (eV) = 0.35
- frontier orbital gap (eV) = 10.23
- charge = 0

Each line ends with the Löwdin charge.
CARTESIAN COORDINATES (ANGSTROEM)
C (-0.42, 1.89, -0.91)  -0.52
C (-1.19, 0.84, 0.01)  -0.30
C (-0.72, 0.90, 1.51)  -0.02
C (1.57, -1.11, -1.54)  -0.13
N (0.21, 1.28, -2.03)  -0.08
N (-0.99, -0.48, -0.56)  -0.07
O (-0.55, 3.05, -0.68)  0.08
O (-0.48, -0.96, -3.10)  -0.32
S (0.01, -0.29, -1.92)  0.76
H (-2.26, 1.20, 0.07)  0.16
H (0.32, 0.54, 1.54)  0.09
H (-1.31, 0.30, 2.07)  0.03
H (-0.93, 1.81, 1.97)  0.06
H (1.31, -2.12, -1.87)  0.06
H (2.39, -0.64, -2.08)  0.07
H (1.65, -1.02, -0.43)  0.07
H (-0.81, -1.30, -0.13)  0.05

---

Verdict on stability: arrangement two comes out on top.